1.
111
Properties=species:S:1:pos:R:3:forces:R:3 method="wB97M-V/def2-TZVPD" homo_ev="-7.7 / -9.4" lumo_energy_ev="-2.875 / -2.731" s_squared=2.0413 total_charge=+1 spin_multiplicity=3
Ti -0.567 -0.584 0.623 -0.69 0.16 0.55
C 1.966 6.318 6.102 0.62 1.78 -0.05
O 1.916 5.054 5.546 -0.40 -0.11 0.07
C 1.065 4.170 6.128 0.98 -0.25 0.18
C 1.441 2.873 5.802 1.02 -0.24 -0.84
C 0.772 1.844 6.392 -0.25 -1.73 0.03
C -0.329 2.057 7.219 -1.01 1.33 0.69
C -0.647 3.391 7.629 2.17 -1.77 -1.93
C 0.095 4.439 7.102 0.15 0.22 -0.63
N -1.168 1.030 7.817 0.93 -0.56 -0.69
N -1.337 -0.097 7.298 -0.45 0.14 0.31
C -0.981 -0.475 5.946 1.54 -1.30 2.54
C -0.252 -1.658 5.751 -0.41 1.15 1.11
C 0.168 -2.048 4.481 0.49 0.09 0.29
C -0.159 -1.217 3.430 0.11 -0.65 -1.17
O 0.098 -1.566 2.152 0.11 0.23 0.16
C -0.918 -0.028 3.637 0.29 -1.12 -0.89
N -1.297 0.602 2.482 -0.42 -0.59 0.94
C -2.130 1.603 2.636 0.83 0.51 -1.52
C -2.597 2.049 3.882 -0.68 0.70 -0.62
C -2.282 1.362 4.993 -0.02 0.40 0.67
C -1.375 0.322 4.911 -0.02 -0.31 -1.70
H 2.788 6.872 5.640 0.21 -0.43 0.15
H 2.089 6.345 7.186 0.06 -0.30 0.03
H 1.120 6.926 5.838 -0.92 0.13 0.01
H 2.340 2.727 5.108 -1.51 0.17 1.20
H 1.094 0.804 6.252 -0.08 0.54 -0.18
H -1.359 3.547 8.362 -1.46 0.26 1.28
H -0.058 5.461 7.422 -0.16 -0.06 0.04
H 0.059 -2.204 6.649 -0.25 0.11 -0.44
H 0.811 -2.940 4.388 -0.63 0.56 -0.32
H -2.314 2.065 1.656 -0.55 0.35 0.71
H -3.231 2.914 3.992 -0.21 0.05 -0.41
H -2.707 1.597 5.948 -0.18 0.30 0.25
C -0.201 6.365 -3.369 -0.47 1.16 0.36
C 0.160 5.080 -2.685 -0.11 0.71 -0.74
C -0.030 4.964 -1.313 -0.34 -0.66 -0.03
C 0.327 3.788 -0.700 0.27 -1.38 1.19
C 0.946 2.750 -1.403 -0.04 0.10 0.47
C 1.164 2.911 -2.739 0.75 -0.76 -1.56
C 0.700 4.020 -3.417 0.66 0.79 0.06
S 1.315 1.047 -0.807 -1.25 1.87 0.98
O 0.439 1.118 0.498 0.51 0.05 -0.13
C 0.363 0.124 -1.918 1.64 -0.75 2.01
C -0.895 0.513 -2.373 -0.42 1.45 -0.87
C -1.242 0.153 -3.653 -2.32 0.90 1.02
C -0.391 -0.681 -4.413 -1.16 -1.17 -1.94
C -0.812 -1.180 -5.714 1.28 -0.04 2.34
C -0.087 -2.171 -6.360 -1.02 1.44 -0.47
C 1.153 -2.653 -5.850 -0.20 1.22 1.27
C 1.533 -2.163 -4.606 0.65 -0.45 -1.07
C 0.765 -1.239 -3.851 0.76 -0.03 0.91
C 1.137 -0.855 -2.528 0.08 -2.33 -1.37
C 2.218 -1.610 -1.762 -0.83 1.64 -0.63
C 3.510 -1.091 -1.867 2.30 1.43 -0.71
C 3.814 -0.020 -2.840 0.53 -3.29 3.07
C 5.059 0.444 -2.850 1.07 3.22 -1.78
C 6.043 0.159 -1.925 0.79 -2.16 1.44
C 5.888 -0.917 -1.062 -1.30 0.85 -0.77
C 4.580 -1.530 -1.008 -0.24 -0.32 0.02
C 4.276 -2.549 -0.039 0.64 1.46 -1.07
C 3.031 -3.053 0.050 -0.97 0.17 -0.83
C 1.982 -2.575 -0.830 1.19 -0.56 0.89
S 0.479 -3.348 -0.479 -1.42 -1.49 -0.23
O -0.690 -2.354 -0.431 0.36 0.67 0.16
C 0.027 -4.242 -1.981 -0.54 0.37 -0.09
C -0.938 -3.685 -2.848 -0.24 -2.16 -0.47
C -1.295 -4.468 -3.982 1.00 1.17 1.31
C -0.728 -5.683 -4.305 0.90 -0.55 1.37
C -1.184 -6.442 -5.525 -1.31 0.54 0.29
C 0.118 -6.256 -3.310 0.22 1.41 -0.56
C 0.527 -5.537 -2.165 -0.92 0.49 -1.80
H -0.713 6.257 -4.314 -0.08 -0.43 -0.35
H 0.635 7.063 -3.575 -0.11 -0.63 0.31
H -0.904 6.924 -2.730 0.29 -0.09 -0.18
H -0.582 5.657 -0.682 0.34 0.38 -0.51
H 0.107 3.661 0.358 0.10 -0.09 -0.15
H 1.729 2.133 -3.287 -0.58 0.39 0.18
H 0.885 4.148 -4.493 -0.18 -0.15 0.55
H -1.359 1.297 -1.746 -0.40 -0.57 -0.72
H -2.292 0.469 -4.009 1.92 -0.55 0.18
H -1.760 -0.780 -6.039 0.01 -0.16 -0.61
H -0.568 -2.303 -7.322 0.78 -1.11 -0.30
H 1.893 -3.281 -6.342 -0.65 -0.03 -0.33
H 2.550 -2.399 -4.274 -0.51 -0.16 0.21
H 3.087 0.286 -3.481 -1.83 0.80 -1.84
H 5.374 1.244 -3.574 -0.72 -0.81 0.54
H 6.950 0.733 -1.949 0.35 -0.04 0.00
H 6.689 -1.267 -0.428 -0.07 0.05 0.19
H 5.058 -2.791 0.647 0.28 -0.48 0.36
H 2.828 -3.820 0.772 -0.34 -0.16 0.27
H -1.587 -2.836 -2.645 0.80 0.17 0.17
H -1.979 -4.021 -4.643 -0.95 0.42 -0.84
H -1.466 -5.797 -6.394 0.45 -0.40 0.79
H -2.124 -6.875 -5.144 0.06 -0.19 -0.59
H -0.568 -7.266 -5.844 0.45 -0.07 0.00
H 0.581 -7.187 -3.558 0.16 -0.61 0.23
H 1.269 -5.928 -1.509 0.31 -0.36 0.47
C -4.675 0.793 -0.590 -0.99 -1.43 1.63
Sb -3.596 -0.961 0.099 0.60 0.14 -0.42
C -4.305 -2.700 -0.964 0.80 -0.77 1.25
C -4.535 -1.253 1.987 0.09 -0.48 0.21
H -5.729 0.622 -0.276 0.67 0.38 -0.13
H -4.673 0.921 -1.642 0.39 0.34 -0.87
H -4.220 1.578 0.009 -0.17 0.34 -0.37
H -3.474 -3.448 -0.886 -0.72 0.55 0.17
H -4.485 -2.600 -2.001 -0.24 0.55 -1.07
H -5.206 -3.097 -0.484 0.23 0.09 -0.05
H -4.309 -2.316 2.304 -0.47 1.29 -0.18
H -5.606 -1.022 1.925 0.23 -0.44 0.05
H -4.090 -0.528 2.682 -0.01 -0.39 -0.05

***

2.
112
Properties=species:S:1:pos:R:3:forces:R:3 method="wB97M-V/def2-TZVPD" de_lowest_kj_mol=69.4 homo_ev=-4.6 lumo_energy_ev=2.191 total_charge=-1
Tl 0.488 -0.912 0.448 0.19 0.14 0.21
C 1.293 -3.072 2.139 -0.08 -0.15 0.25
C -0.073 -2.564 1.917 0.06 0.12 -0.38
C -0.350 -1.686 3.065 -0.05 -0.18 0.16
C 0.774 -1.613 3.831 -0.02 0.07 -0.08
C 1.793 -2.471 3.255 -0.02 0.01 -0.05
C 3.198 -2.557 3.761 -0.01 -0.01 -0.02
C 1.022 -0.733 5.013 0.02 0.02 -0.02
C -1.698 -1.086 3.318 0.02 0.00 0.01
C -1.175 -3.447 1.370 0.03 -0.04 0.08
C 1.955 -4.103 1.281 0.06 0.09 -0.04
H 3.840 -1.840 3.244 0.03 0.05 -0.02
H 3.624 -3.550 3.606 0.02 -0.01 -0.01
H 3.254 -2.332 4.827 -0.01 -0.02 0.03
H 1.811 -0.009 4.786 0.01 0.02 0.00
H 1.348 -1.307 5.886 -0.01 0.00 0.02
H 0.134 -0.169 5.295 -0.03 0.02 0.00
H -2.420 -1.853 3.621 -0.02 -0.01 -0.01
H -2.103 -0.601 2.425 -0.02 0.01 -0.03
H -1.659 -0.340 4.110 0.00 0.00 0.02
H -0.912 -3.890 0.412 0.04 -0.05 -0.09
H -2.098 -2.883 1.228 0.00 0.02 -0.03
H -1.389 -4.263 2.071 -0.02 -0.01 0.02
H 2.406 -3.681 0.379 0.00 0.03 -0.04
H 1.236 -4.854 0.953 -0.06 -0.09 -0.04
H 2.743 -4.613 1.834 0.03 -0.01 0.00
O -0.145 0.934 -4.753 0.01 0.08 -0.08
C 1.219 0.737 -4.717 -0.06 -0.13 -0.07
C 2.042 1.229 -5.718 -0.01 -0.02 0.02
C 3.414 1.034 -5.638 0.02 0.00 -0.01
C 3.953 0.349 -4.562 -0.02 0.02 -0.03
C 3.114 -0.136 -3.566 -0.05 -0.01 -0.03
C 1.743 0.044 -3.627 0.08 -0.04 -0.06
C 0.850 -0.408 -2.477 -0.07 0.08 -0.21
O 1.567 -0.926 -1.469 -0.09 -0.33 0.17
N -0.180 -1.345 -3.021 -0.17 0.17 -0.04
N -0.330 -2.556 -2.546 0.16 0.01 -0.13
C -1.411 -3.189 -2.814 -0.13 -0.01 -0.04
C -1.618 -4.577 -2.440 -0.01 -0.06 0.03
Br -0.038 -5.569 -2.092 0.03 0.04 0.11
C -2.830 -5.141 -2.440 -0.01 0.03 0.01
C -3.253 -6.511 -2.134 0.00 0.00 -0.04
C -4.304 -7.062 -2.870 -0.01 0.00 -0.02
C -4.760 -8.345 -2.621 -0.01 -0.03 0.01
C -4.182 -9.103 -1.612 0.00 0.01 0.00
C -3.158 -8.557 -0.853 -0.01 -0.03 0.00
C -2.699 -7.274 -1.106 0.01 0.01 0.06
H -0.355 1.521 -5.489 0.04 -0.10 0.12
H 1.610 1.770 -6.553 -0.02 0.02 -0.04
H 4.055 1.423 -6.419 0.02 0.01 -0.01
H 5.021 0.202 -4.490 0.06 -0.01 0.00
H 3.499 -0.656 -2.700 0.02 -0.01 0.04
H 0.263 0.479 -2.176 -0.03 -0.06 -0.11
H -0.965 -0.904 -3.497 0.07 -0.08 0.16
H -2.245 -2.704 -3.334 0.04 -0.03 0.01
H -3.632 -4.475 -2.749 -0.02 0.02 0.01
H -4.760 -6.471 -3.655 0.00 0.01 -0.02
H -5.569 -8.753 -3.213 -0.01 -0.01 -0.01
H -4.535 -10.106 -1.412 -0.01 -0.03 0.01
H -2.714 -9.130 -0.050 0.01 -0.02 0.02
H -1.921 -6.852 -0.488 0.01 0.00 -0.01
N 1.928 0.348 1.419 0.16 -0.34 0.07
P 1.836 1.865 1.560 -0.17 0.32 -0.06
C 0.735 2.520 2.877 0.03 -0.01 -0.01
C 1.128 3.365 3.908 0.05 -0.03 0.03
C 0.219 3.763 4.880 -0.02 0.01 0.02
C -1.093 3.321 4.830 -0.01 0.01 0.00
C -1.493 2.466 3.809 -0.02 0.01 0.04
C -0.583 2.064 2.846 0.02 -0.01 -0.05
C 1.264 2.799 0.093 0.17 0.09 0.03
C 0.438 3.916 0.130 0.09 0.00 -0.06
C 0.088 4.566 -1.047 0.09 0.01 -0.04
C 0.572 4.109 -2.263 -0.03 0.00 0.03
C 1.400 2.993 -2.308 0.01 0.12 -0.02
C 1.737 2.338 -1.136 0.05 0.06 0.08
C 3.469 2.614 1.907 -0.09 -0.02 -0.02
C 3.713 3.984 1.870 -0.10 0.03 -0.05
C 4.985 4.476 2.116 0.05 0.02 0.01
C 6.026 3.599 2.392 -0.02 0.00 0.01
C 5.792 2.232 2.416 0.05 0.01 0.00
C 4.517 1.742 2.170 -0.03 -0.06 0.04
H 2.154 3.704 3.969 0.01 0.03 -0.02
H 0.540 4.418 5.680 0.02 0.01 0.02
H -1.801 3.633 5.587 -0.02 0.00 0.02
H -2.512 2.101 3.774 -0.02 0.00 -0.02
H -0.895 1.386 2.058 0.00 0.07 0.04
H 0.050 4.274 1.075 0.02 0.03 0.05
H -0.571 5.424 -1.014 -0.04 0.04 -0.01
H 0.295 4.614 -3.180 0.00 0.03 -0.03
H 1.775 2.627 -3.256 0.01 0.10 0.10
H 2.344 1.439 -1.160 0.03 0.00 0.01
H 2.908 4.669 1.631 -0.01 0.00 0.00
H 5.168 5.543 2.082 0.00 0.01 0.00
H 7.020 3.983 2.582 0.03 0.01 0.00
H 6.605 1.547 2.617 0.00 -0.01 0.01
H 4.300 0.681 2.164 0.01 -0.05 -0.01
F -5.586 6.477 -0.987 -0.07 0.03 0.22
C -4.910 5.929 -2.013 0.01 -0.08 0.03
F -5.806 5.713 -2.990 -0.11 -0.12 -0.15
F -4.088 6.897 -2.469 0.20 0.11 -0.06
C -4.169 4.689 -1.616 0.02 0.06 0.00
C -4.077 3.615 -2.490 -0.01 0.05 0.00
C -3.344 2.498 -2.134 -0.02 0.00 -0.02
C -2.691 2.437 -0.902 0.03 0.07 -0.03
C -2.793 3.526 -0.031 -0.10 -0.04 0.07
C -3.524 4.642 -0.384 -0.08 -0.02 -0.05
C -1.902 1.301 -0.549 -0.17 -0.12 0.03
C -1.232 0.333 -0.251 0.01 0.04 0.02
H -4.580 3.652 -3.445 -0.02 0.00 -0.03
H -3.265 1.658 -2.811 0.02 -0.02 -0.01
H -2.280 3.486 0.922 -0.04 -0.01 -0.01
H -3.598 5.479 0.296 -0.01 0.05 0.04

***

Number 1: E -4398.8232 Eh. Number 2: E -5750.5887 Eh.